110
Properties=species:S:1:pos:R:3:mulliken_spin:R:1 method="wB97M-V/def2-TZVPD" s_squared=0.76 spin_multiplicity=2 homo_lumo_gap_ev="6.9 / 5.9" charge=+1 fmax_ev_per_a=0.62 e_above_lowest_kj_mol=0.0 e_tot_ev=-98747.16842
Ir -0.757 0.200 -0.583 0.1228
O 2.709 -2.389 -3.815 0.0002
C 3.079 -1.100 -3.920 0.0004
C 4.236 -0.824 -4.650 0.0003
C 4.667 0.476 -4.803 -0.0007
C 3.962 1.537 -4.232 0.0006
C 2.830 1.271 -3.496 0.0004
C 2.369 -0.041 -3.328 0.0004
C 1.177 -0.267 -2.502 0.0060
O 0.660 0.743 -1.898 0.0220
N 0.701 -1.487 -2.386 0.0162
N -0.511 -1.532 -1.707 -0.0084
C -1.067 -2.686 -1.792 0.0059
C -2.469 -3.025 -1.539 0.0025
C -2.812 -4.376 -1.564 0.0012
C -4.141 -4.730 -1.392 -0.0006
C -5.078 -3.725 -1.222 0.0012
C -4.640 -2.404 -1.240 -0.0003
N -3.371 -2.051 -1.393 0.0035
H 1.860 -2.420 -3.322 0.0005
H 4.769 -1.654 -5.093 0.0000
H 5.563 0.672 -5.378 0.0000
H 4.302 2.555 -4.364 0.0000
H 2.270 2.073 -3.034 0.0000
H -0.470 -3.463 -2.265 -0.0020
H -2.051 -5.129 -1.720 0.0000
H -4.439 -5.770 -1.406 0.0000
H -6.129 -3.951 -1.105 0.0001
H -5.350 -1.589 -1.146 -0.0001
O -1.513 3.300 2.616 -0.0003
C -1.522 4.351 1.753 -0.0011
C -1.610 5.622 2.312 0.0003
C -1.677 6.736 1.500 -0.0002
C -1.670 6.604 0.114 0.0001
C -1.586 5.345 -0.442 -0.0007
C -1.491 4.204 0.359 -0.0022
C -1.428 2.876 -0.277 0.0105
O -0.809 1.925 0.406 0.0240
N -1.964 2.690 -1.429 -0.0044
N -1.924 1.352 -1.836 -0.0111
C -2.419 1.207 -3.015 0.0089
S -3.039 2.604 -3.864 0.0040
C -3.581 1.659 -5.315 0.0002
C -2.620 0.507 -5.507 -0.0001
S -2.437 -0.299 -3.893 0.0022
H -1.397 2.496 2.082 -0.0017
H -1.637 5.707 3.390 0.0000
H -1.744 7.718 1.949 0.0000
H -1.732 7.477 -0.521 0.0000
H -1.584 5.213 -1.516 0.0001
H -3.572 2.336 -6.169 -0.0001
H -4.597 1.300 -5.156 0.0002
H -1.646 0.850 -5.854 0.0001
H -3.007 -0.240 -6.198 0.0000
C -3.966 -2.879 2.718 0.0002
N -3.610 -1.726 1.921 0.0005
C -4.439 -0.566 1.693 -0.0004
C -3.524 0.312 0.847 -0.0051
O -3.832 1.375 0.392 0.0006
N -2.307 -0.358 0.691 0.0052
C -2.425 -1.531 1.337 -0.0106
N -1.453 -2.429 1.392 0.0068
H -4.928 -2.691 3.187 0.0000
H -3.236 -3.050 3.513 0.0000
H -4.057 -3.778 2.104 0.0001
H -4.709 -0.054 2.618 0.0000
H -5.347 -0.799 1.133 0.0000
H -0.513 -2.067 1.192 -0.0125
H -1.575 -3.258 1.947 -0.0003
C 2.288 -3.022 0.745 0.0247
C 3.074 -1.745 1.084 0.0743
C 3.825 -1.341 -0.194 -0.0269
C 4.117 -2.063 2.163 0.0036
P 1.892 -0.375 1.602 -0.1044
N 0.544 -0.600 0.708 0.7477
C 1.286 -0.657 3.365 0.0454
C 2.304 -0.270 4.446 0.0046
C 0.963 -2.141 3.606 0.0061
C -0.012 0.159 3.565 0.0217
C 2.761 1.295 1.522 -0.0060
C 1.903 2.353 2.236 -0.0036
C 2.878 1.778 0.071 0.0217
C 4.165 1.298 2.144 0.0019
H 2.995 -3.744 0.332 0.0003
H 1.529 -2.831 -0.014 -0.0070
H 1.824 -3.481 1.616 0.0012
H 4.344 -2.224 -0.572 0.0020
H 4.574 -0.572 -0.017 0.0011
H 3.156 -1.003 -0.980 0.0196
H 4.839 -2.756 1.723 0.0004
H 3.695 -2.554 3.036 0.0006
H 4.672 -1.187 2.491 0.0003
H 3.228 -0.844 4.374 0.0001
H 1.853 -0.502 5.415 0.0000
H 2.549 0.786 4.453 0.0008
H 1.858 -2.755 3.676 -0.0008
H 0.315 -2.565 2.849 0.0038
H 0.448 -2.215 4.566 0.0015
H 0.189 1.181 3.877 0.0048
H -0.605 -0.315 4.350 -0.0009
H -0.626 0.201 2.665 -0.0173
H 0.873 2.343 1.895 0.0014
H 2.306 3.333 1.975 -0.0002
H 1.924 2.276 3.319 0.0002
H 1.914 1.819 -0.422 -0.0090
H 3.558 1.187 -0.534 0.0013
H 3.274 2.796 0.101 0.0004
H 4.193 0.924 3.165 -0.0003
H 4.507 2.335 2.171 -0.0003
H 4.888 0.741 1.550 -0.0001